# 1
{
  "formula": "C5H17N2O",
  "method": "wB97M-V/def2-TZVPD",
  "total_charge": 1,
  "de_lowest_kj_mol": 246.95,
  "homo_lumo_gap_ev": 10.714,
  "total_energy_ha": -385.146681,
  "symbols": ["N", "C", "C", "C", "C", "C", "N", "H", "H", "H", "H", "H", "H", "H", "H", "H", "H", "H", "H", "H", "H", "H", "H", "H", "O"],
  "xyz": [[-0.7213, -0.5328, 1.1638], [-0.1216, -0.7053, -0.3392], [0.7908, 0.6499, -0.5384], [-0.2237, 1.7955, -0.5327], [-1.2354, 1.8175, -1.6775], [0.6705, -1.9477, -0.3272], [-0.5601, -2.7966, -0.2199], [-1.3435, 0.3015, 1.2831], [-1.1881, -1.3021, 1.5807], [0.1598, -0.1990, 1.7078], [-0.9587, -0.6333, -1.0423], [1.3759, 0.6531, -1.5135], [1.4648, 0.7045, 0.3042], [0.2069, 2.7553, -0.7651], [-0.8344, 1.6443, 0.3300], [-1.1858, 0.9696, -2.3458], [-0.7342, 2.4864, -2.3789], [-2.2144, 2.1160, -1.3694], [1.2194, -2.1770, -1.2602], [1.5887, -2.1986, 0.4125], [-1.0588, -2.7082, -1.1216], [-0.3377, -3.7792, -0.0712], [1.5277, 0.6349, 3.6024], [2.2751, 1.5082, 2.4576], [1.4380, 0.9434, 2.6608]],
  "forces_ev_per_a": [[2.39, 3.20, -0.66], [2.54, 4.59, 1.38], [-1.78, -1.08, -1.07], [-0.10, -0.63, -1.08], [1.88, -0.28, -1.62], [0.28, -2.62, -0.18], [0.71, -1.89, 0.03], [0.46, -1.00, -0.53], [-0.18, -1.46, 0.02], [-1.45, -0.85, -0.46], [0.31, -0.54, 0.35], [-0.74, -0.45, 1.20], [0.34, 0.07, 0.02], [0.65, 0.42, 1.79], [0.19, 1.25, 1.05], [-0.76, -0.98, 0.30], [-1.02, 0.76, -0.17], [-0.52, 0.19, -0.23], [-0.50, 0.74, -0.06], [-2.78, 1.08, -0.74], [0.42, -0.43, 0.77], [-0.18, 0.07, -0.17], [0.11, 0.63, -1.30], [-2.21, -1.54, 0.72], [1.94, 0.73, 0.67]]
}

=====

# 2
{
  "formula": "C5H17N2O",
  "method": "wB97M-V/def2-TZVPD",
  "total_charge": 1,
  "de_lowest_kj_mol": 233.34,
  "homo_lumo_gap_ev": 9.311,
  "total_energy_ha": -385.151866,
  "symbols": ["N", "C", "C", "C", "N", "C", "C", "H", "H", "H", "H", "H", "H", "H", "H", "H", "H", "H", "H", "H", "H", "H", "H", "H", "O"],
  "xyz": [[0.5258, -1.9209, 1.1328], [0.3490, -1.2235, -0.2175], [1.5427, -1.2112, -1.1908], [0.3812, 0.2261, 0.3145], [-0.7113, 0.5213, 1.2436], [-0.6441, 1.8881, 1.6129], [-2.0468, 0.2039, 0.6289], [-0.3922, -1.9254, 1.5718], [0.8468, -2.8740, 0.9552], [1.2317, -1.5790, 1.8014], [-0.4945, -1.6568, -0.7605], [1.4747, -0.3138, -1.8332], [2.5685, -1.2223, -0.8496], [1.3328, -1.8874, -2.0407], [1.3659, 0.4109, 0.8245], [0.5412, 0.9626, -0.4862], [-0.8465, 2.6479, 0.7935], [-1.1040, 2.2362, 2.5465], [0.4450, 2.2365, 1.6493], [-2.7759, 0.6386, 1.3378], [-2.2137, -0.8651, 0.6772], [-2.1169, 0.6553, -0.3573], [1.3066, 1.3693, -3.0955], [0.0104, 1.8360, -3.5535], [0.3749, 1.2884, -2.8373]],
  "forces_ev_per_a": [[0.48, -2.19, -0.94], [2.57, 2.72, 0.63], [-0.73, -0.55, -2.08], [-0.33, 1.00, -0.10], [-0.47, -1.05, -0.82], [2.47, 3.44, -0.59], [0.77, 0.86, 1.82], [0.04, 0.03, 0.42], [-0.45, -0.36, 0.13], [-0.45, 0.77, -0.57], [-0.24, 0.41, 0.73], [-0.21, 0.02, 1.03], [0.02, -0.47, 0.47], [0.69, -0.67, 0.83], [-0.69, -0.76, 0.09], [-1.08, -0.21, -0.30], [-0.96, -0.99, 0.40], [-0.18, -0.63, -0.33], [-0.95, -0.97, 0.78], [0.13, -0.13, -0.67], [-0.12, -0.26, -0.51], [-0.31, -0.17, -0.24], [0.02, -0.21, 0.37], [-0.53, -0.22, 0.39], [0.49, 0.61, -0.95]]
}

=====

# 3
{
  "formula": "C5H17N2O",
  "method": "wB97M-V/def2-TZVPD",
  "total_charge": 1,
  "de_lowest_kj_mol": 376.39,
  "homo_lumo_gap_ev": 11.479,
  "total_energy_ha": -385.097383,
  "symbols": ["N", "C", "C", "N", "C", "C", "C", "H", "H", "H", "H", "H", "H", "H", "H", "H", "H", "H", "H", "H", "H", "H", "H", "H", "O"],
  "xyz": [[-2.3453, 0.1374, -0.4791], [-1.6899, -0.4582, 0.7555], [-0.5157, -1.2858, 0.3175], [0.6059, -0.4916, -0.1192], [1.1389, 0.3179, 1.0178], [1.8866, 1.5841, 0.6060], [1.5101, -1.1924, -1.0826], [-1.4544, 0.8654, -0.8148], [-3.0934, 0.7643, -0.1824], [-2.7931, -0.6009, -1.0116], [-2.4035, -1.2048, 1.0660], [-1.5833, 0.2720, 1.5488], [-0.3126, -1.9235, 1.2053], [-0.8896, -2.0244, -0.4050], [0.3920, 0.5172, 1.7893], [1.8732, -0.3872, 1.4631], [1.2975, 2.3435, 0.1059], [2.6780, 1.1937, -0.0520], [2.3963, 1.9349, 1.5068], [1.6649, -0.6118, -1.9851], [2.4339, -1.5059, -0.6110], [0.9860, -2.1207, -1.3418], [-1.0651, 2.0260, -1.5537], [0.0468, 0.4804, -0.8352], [-0.7642, 1.3703, -0.9084]],
  "forces_ev_per_a": [[-5.49, -3.91, 2.72], [-2.06, -0.81, -1.49], [-0.59, -1.10, 1.70], [-1.02, 1.96, -1.99], [1.64, -0.97, 0.34], [0.72, -1.45, -0.05], [-0.48, -0.67, 0.86], [-6.95, -4.72, 0.21], [-0.08, -0.25, -0.01], [-0.06, -0.08, 0.09], [-0.21, -0.15, 0.84], [0.27, 0.13, -0.21], [0.63, 0.33, -0.36], [0.41, 0.51, -0.33], [-0.14, -0.19, -0.52], [-0.24, 0.60, 0.25], [-0.03, 0.05, 0.18], [-0.04, 0.68, -0.09], [-0.19, 0.35, -0.23], [0.21, 0.16, 0.09], [0.32, 0.24, 0.04], [0.25, 0.29, -0.20], [0.96, 0.16, -0.26], [0.98, -1.01, 0.96], [11.18, 9.87, -2.52]]
}